{"formula": "H15O7", "method": "the ωB97M-V functional and the def2-TZVPD basis", "e_homo_ev": -14.334, "lumo_ev": -3.04, "total_charge": 1, "e_tot_ha": -535.4307, "de_lowest_ev": 1.529, "homo_lumo_gap_ev": 11.295, "elements": ["O", "H", "H", "H", "O", "H", "H", "O", "H", "H", "O", "H", "H", "O", "H", "H", "O", "H", "H", "O", "H", "H"], "xyz": [[0.2010, 0.0529, 0.1065], [-0.5623, -0.2547, 0.6009], [-0.0052, 0.1266, -0.8281], [0.9166, -0.5808, 0.1955], [0.6156, -0.7434, -2.4633], [0.8697, -1.6390, -2.6858], [0.4785, -0.3158, -3.3086], [0.0466, 2.4273, -1.8136], [0.9387, 2.5757, -2.1270], [-0.0883, 3.1000, -1.1462], [-1.1543, -1.0466, 2.1189], [-2.0660, -1.1718, 1.8553], [-1.0260, -1.6635, 2.8395], [0.6210, 1.6476, 2.6490], [0.6417, 2.6030, 2.7037], [-0.3104, 1.4292, 2.6170], [-2.3053, -0.3164, -0.9944], [-2.3604, -0.5584, -1.9188], [-2.8206, -0.9833, -0.5406], [2.1778, -1.3703, 0.5189], [2.1518, -2.2715, 0.8407], [3.0398, -1.0468, 0.7806]], "atomic_forces_ev_per_a": [[-0.70, 1.70, -0.13], [-0.63, -0.33, 0.66], [-0.40, 0.21, -1.25], [1.88, -1.11, 0.60], [-0.13, 0.14, 0.21], [0.12, -0.31, 0.02], [-0.05, 0.29, -0.25], [-0.13, -0.47, -0.05], [0.27, 0.11, -0.14], [-0.12, 0.22, 0.17], [-0.13, 0.25, -0.41], [-0.43, -0.05, 0.13], [0.25, -0.14, 0.29], [0.18, -0.19, -0.13], [0.09, 0.28, 0.10], [-0.27, -0.11, 0.11], [0.22, 0.11, 0.41], [0.00, 0.01, -0.35], [-0.34, -0.18, -0.04], [0.17, -0.46, -0.06], [-0.11, -0.36, 0.06], [0.25, 0.41, 0.04]], "lowdin_charge": [0.223, 0.070, 0.070, 0.030, -0.019, 0.065, 0.065, -0.035, 0.045, 0.046, -0.006, 0.062, 0.080, -0.047, 0.040, 0.014, -0.019, 0.057, 0.048, 0.025, 0.089, 0.096]}